The following is a quantum chemistry calculation of a structure of composition C35H50N2O4OsP, from the Open Molecules 2025 dataset.

Last column: Mulliken charge in e.
Atoms and positions in Å:
Os (-0.1142, 0.5744, 0.2774)  2.619
C (-5.4840, -1.6358, 0.2582)  -1.418
C (-4.6889, -0.3169, 0.3490)  0.108
C (-5.3585, 0.8009, -0.4470)  -1.662
C (-3.2770, -0.6010, -0.0637)  0.020
C (-2.3457, -1.0588, 0.8684)  -0.515
C (-1.0618, -1.5149, 0.5036)  -0.110
C (-0.4093, -2.5394, 1.4322)  1.127
C (-0.4485, -2.1225, 2.9102)  -1.699
C (-1.1478, -3.8804, 1.2605)  -1.419
C (-0.6248, -1.3267, -0.8748)  -0.134
C (-1.6113, -0.9022, -1.8504)  0.783
C (-2.8801, -0.5555, -1.4073)  -0.490
C (-1.3887, -0.7302, -3.3395)  0.351
C (-0.1859, -1.4106, -3.9822)  -1.845
C (-1.4205, 0.7954, -3.6343)  -1.390
C (0.6122, -2.0633, -1.2801)  -0.826
C (0.4490, -3.3920, -1.7906)  -0.288
C (1.5342, -4.1774, -2.0772)  -1.359
C (2.8159, -3.6562, -1.8735)  -0.852
C (2.9981, -2.3278, -1.4032)  -0.315
C (1.9174, -1.5252, -1.1064)  0.259
P (2.1036, 0.2050, -0.5088)  -0.057
C (2.8459, 1.3291, -1.9096)  2.409
C (1.7072, 1.8147, -2.7969)  -1.260
C (3.8428, 0.4829, -2.6914)  -1.620
C (3.5228, 2.5243, -1.2532)  -1.855
C (3.2024, 0.1728, 1.0538)  1.943
C (4.6568, -0.2069, 0.7975)  -1.483
C (2.5592, -0.8841, 1.9627)  -1.264
C (3.1027, 1.5453, 1.7366)  -1.817
H (-6.5419, -1.4333, 0.4145)  0.459
H (-5.1570, -2.3574, 1.0078)  0.363
H (-5.3715, -2.0921, -0.7281)  0.342
H (-4.6742, -0.0221, 1.4031)  0.424
H (-5.6187, 0.4881, -1.4606)  0.391
H (-4.7345, 1.6945, -0.5015)  0.358
H (-6.2955, 1.0731, 0.0357)  0.491
H (-2.6468, -1.1506, 1.9060)  0.596
H (0.6292, -2.6875, 1.1199)  -0.239
H (-1.3545, -2.4864, 3.3952)  0.520
H (-0.4125, -1.0402, 3.0401)  -0.077
H (0.3949, -2.5670, 3.4377)  0.461
H (-2.2040, -3.7660, 1.5048)  0.397
H (-0.7190, -4.6162, 1.9407)  0.492
H (-1.0704, -4.2779, 0.2483)  0.294
H (-3.6071, -0.2483, -2.1488)  0.558
H (-2.2694, -1.1676, -3.8193)  0.661
H (0.7647, -1.0974, -3.5441)  0.415
H (-0.1593, -1.1448, -5.0389)  0.487
H (-0.2563, -2.4985, -3.9396)  0.421
H (-0.8985, 1.3659, -2.8652)  0.277
H (-2.4417, 1.1687, -3.6856)  0.470
H (-0.9479, 1.0045, -4.5934)  0.405
H (-0.5518, -3.7767, -1.9436)  0.980
H (1.4019, -5.1842, -2.4510)  0.537
H (3.6855, -4.2673, -2.0887)  0.528
H (4.0049, -1.9545, -1.2796)  0.494
H (1.2288, 1.0044, -3.3402)  0.349
H (2.1211, 2.4961, -3.5437)  0.632
H (0.9611, 2.3700, -2.2319)  -0.062
H (3.3812, -0.3726, -3.1855)  0.321
H (4.6840, 0.1498, -2.0806)  0.317
H (4.2627, 1.1126, -3.4795)  0.513
H (2.8251, 3.1174, -0.6619)  0.266
H (3.8936, 3.1713, -2.0515)  0.608
H (4.3867, 2.2507, -0.6533)  0.371
H (4.7669, -1.2407, 0.4665)  0.316
H (5.1950, -0.1231, 1.7443)  0.502
H (5.1633, 0.4483, 0.0914)  0.253
H (2.6275, -1.8874, 1.5407)  0.200
H (1.5082, -0.6366, 2.1493)  -0.317
H (3.0733, -0.8951, 2.9253)  0.834
H (3.7817, 2.2757, 1.3074)  0.383
H (3.3830, 1.4275, 2.7850)  0.521
H (2.0908, 1.9514, 1.7054)  0.197
C (-0.0426, 1.0172, 4.5734)  -1.229
C (-0.5615, 1.9776, 3.5674)  -0.198
N (-0.5188, 1.8853, 2.2435)  0.216
C (-1.0569, 3.0646, 1.7479)  -0.172
C (-1.4464, 3.8601, 2.7909)  -0.010
N (-1.1187, 3.1530, 3.9078)  -0.015
C (-2.1060, 5.2046, 2.9822)  0.509
O (-2.4248, 5.8984, 1.9293)  -0.472
O (-2.2926, 5.5353, 4.1217)  -0.533
C (-1.0235, 3.3424, 0.3003)  0.912
O (-1.5486, 4.3045, -0.1994)  -0.790
O (-0.3469, 2.4307, -0.3938)  -0.583
H (0.6513, 0.3106, 4.1255)  0.159
H (-0.8529, 0.4654, 5.0538)  0.356
H (0.4802, 1.5650, 5.3579)  0.489
H (-1.2961, 3.5083, 4.8423)  0.282
H (-2.2012, 5.4810, 1.0764)  0.424

⟨S²⟩ ... 6.058
Spin multiplicity ... 5
Total charge ... +3
Calculated total energy ... -60005.167 eV

---

The following is a quantum chemistry calculation of a cluster of 10 separate species, C35H50O15 in total, from the Open Molecules 2025 dataset.

Last column: Mulliken charge in e.
Atoms and positions in Å:
O (29.5610, 25.6680, 44.8350)  -0.527
C (29.5020, 27.0080, 44.9740)  0.620
C (30.7300, 27.7370, 45.0500)  -0.920
C (30.6790, 29.1050, 45.2370)  -0.471
C (29.4410, 29.7800, 45.2280)  0.300
O (29.4300, 31.1210, 45.2850)  -0.327
C (28.2620, 29.0980, 45.2360)  -0.309
C (28.2190, 27.6920, 45.2920)  -0.602
H (28.8390, 25.1070, 45.1780)  0.325
H (31.6300, 27.3910, 45.3240)  0.481
H (31.5360, 29.6380, 45.1710)  0.880
H (28.9770, 31.6150, 45.7990)  0.158
H (27.3780, 29.8060, 45.3310)  0.339
H (27.1200, 27.0710, 45.4330)  0.114
O (27.8340, 37.1170, 50.0220)  -0.605
C (27.7990, 35.9190, 49.4090)  0.945
C (28.5420, 35.6000, 48.2730)  -0.524
C (28.5170, 34.3290, 47.7040)  -0.681
C (27.7420, 33.3120, 48.2260)  0.247
O (27.6670, 32.0320, 47.6490)  -0.396
C (26.9930, 33.6630, 49.3830)  -0.528
C (26.9710, 34.9810, 49.9170)  -0.641
H (27.9650, 37.8390, 49.1900)  0.395
H (29.1730, 36.2860, 47.6520)  0.249
H (29.1390, 34.1780, 46.9300)  0.671
H (27.1460, 31.4000, 48.2010)  0.267
H (26.3760, 32.8680, 49.7810)  0.298
H (26.2800, 35.2050, 50.7830)  0.323
O (30.0630, 40.7350, 51.7520)  -0.517
C (30.7080, 39.6330, 51.4930)  0.708
C (30.2550, 38.2890, 51.7940)  -0.523
C (31.1080, 37.1700, 51.5710)  -0.321
C (32.4050, 37.3230, 51.0770)  -0.115
O (33.1510, 36.2230, 50.8110)  -0.615
C (32.8640, 38.5840, 50.8130)  -0.488
C (32.0680, 39.7360, 50.8800)  -0.768
H (29.2330, 40.6060, 52.0910)  0.283
H (29.2330, 38.0860, 52.2320)  0.088
H (30.7920, 36.2110, 51.7190)  0.855
H (32.6920, 35.4500, 50.9250)  0.243
H (33.8210, 38.8640, 50.4180)  0.388
H (32.5200, 40.6970, 50.7550)  0.384
O (32.1230, 30.5630, 47.5290)  -0.370
C (32.2440, 31.4460, 48.5500)  -0.003
C (32.7140, 31.0190, 49.8110)  -0.281
C (32.7490, 31.8470, 50.9260)  -0.734
C (32.1910, 33.1160, 50.8220)  -0.036
O (32.0390, 33.8590, 51.9660)  -0.273
C (31.5860, 33.5440, 49.5140)  0.375
C (31.6270, 32.6720, 48.3400)  -0.259
H (31.5430, 30.8350, 46.7710)  0.090
H (33.3560, 30.1040, 49.8750)  0.470
H (33.1800, 31.4310, 51.8140)  0.382
H (32.8550, 33.6610, 52.5520)  0.308
H (30.9230, 34.5020, 49.4590)  0.275
H (31.5680, 32.9400, 47.3030)  0.342
O (31.6050, 27.7660, 56.1290)  -0.478
C (32.5950, 28.3840, 55.4360)  0.685
C (32.5610, 28.2400, 54.0830)  -1.214
C (33.4810, 28.9280, 53.2850)  0.062
C (34.6020, 29.5390, 53.8800)  0.162
O (35.6840, 30.2720, 53.1410)  -0.516
C (34.4790, 29.8000, 55.2820)  -0.290
C (33.5110, 29.2260, 56.0060)  -0.812
H (31.5830, 27.6030, 56.9590)  0.243
H (32.0540, 27.6170, 53.5560)  0.864
H (33.3200, 28.5910, 52.2320)  0.232
H (36.4210, 30.4320, 53.6820)  0.293
H (35.0750, 30.5020, 55.8160)  0.388
H (33.3910, 29.3080, 57.0390)  0.411
C (34.5320, 34.3770, 54.8360)  -0.620
O (33.7000, 33.4240, 54.2260)  -0.459
H (34.4950, 34.4580, 55.9710)  0.257
H (34.1050, 35.3050, 54.2660)  0.236
H (35.6860, 34.3510, 54.6710)  0.212
H (32.7970, 33.6310, 54.5930)  0.294
C (34.7890, 32.5290, 45.7370)  -0.385
O (35.6820, 32.9680, 46.7670)  -0.479
H (34.8830, 33.1460, 44.7920)  0.302
H (33.6420, 32.4850, 46.0010)  -0.019
H (35.0830, 31.4810, 45.4640)  0.279
H (36.5130, 32.7680, 46.3670)  0.308
C (30.6840, 27.8740, 49.8650)  -0.197
O (31.5540, 27.1690, 50.7660)  -0.562
H (29.8490, 28.2580, 50.3860)  0.283
H (30.3690, 27.0610, 49.2910)  0.398
H (31.1390, 28.7100, 49.4950)  -0.173
H (32.5560, 26.9220, 50.1730)  0.315
C (28.8870, 32.4180, 52.3000)  -0.412
O (29.5560, 31.3390, 51.7040)  -0.469
H (28.8460, 33.2480, 51.7210)  0.111
H (29.6300, 32.9460, 52.9490)  0.153
H (28.0180, 31.9840, 52.8260)  0.280
H (30.5700, 31.7100, 51.5330)  0.339
C (30.7270, 34.2360, 44.3200)  -0.325
O (30.6690, 35.5430, 44.8510)  -0.523
H (30.6310, 34.1610, 43.2820)  0.479
H (29.8540, 33.6480, 44.8210)  0.025
H (31.5340, 33.5130, 44.5610)  0.017
H (31.3770, 35.5110, 45.4260)  0.337

Spin multiplicity ... 1
Energy above the lowest of the compared OMol25 structures with the same formula, charge and spin ... 0.0 kJ/mol
SMILES ... Oc1ccc(O)cc1.Oc1ccc(O)cc1.Oc1ccc(O)cc1.Oc1ccc(O)cc1.Oc1ccc(O)cc1.CO.CO.CO.CO.CO